(1)
# C4H6N4

A 2-piece molecular cluster, C4H6N4 overall (the ωB97M-V functional and the def2-TZVPD basis, the OMol25 dataset).

HOMO-LUMO gap   9.201 eV
E_HOMO   -9.62 eV

Geometry as ORCA input:
```
! wB97M-V def2-TZVPD RIJCOSX def2/J DEFGRID3
* xyz 0 1
C -1.45 0.69 0.02
C -0.83 -0.71 0.02
C 1.42 0.37 0.12
C 2.83 -0.33 -0.06
H -2.63 0.34 -0.91
H -1.62 1.15 1.13
H -0.67 1.37 -0.60
H -2.45 -1.45 0.05
H 1.14 -1.66 -0.23
H 0.32 2.44 0.16
N -1.43 -1.92 0.05
N 0.53 -0.73 0.24
N 1.17 1.67 0.01
N 3.66 -1.24 0.02
*
```

=====

(2)
# C4H6N4

C4H6N4 as an isolated structure (the ωB97M-V functional and the def2-TZVPD basis, the OMol25 dataset).

HOMO-LUMO gap   8.445 eV
E_HOMO   -8.99 eV

Geometry as ORCA input:
```
! wB97M-V def2-TZVPD RIJCOSX def2/J DEFGRID3
* xyz 0 1
C -2.12 -0.85 0.42
C -0.51 0.93 -0.45
C 1.27 -1.25 -0.26
C 2.01 -0.08 0.14
H -2.43 -0.42 1.27
H -3.01 -1.03 -0.58
H -2.09 -1.92 0.68
H 0.42 1.00 -0.81
H -2.20 2.00 0.44
H 2.05 -2.00 -0.39
N -0.88 -0.28 -0.15
N -1.17 2.02 -0.09
N 0.01 -1.32 -0.13
N 2.52 0.99 0.42
*
```

=====

(3)
# C4H6N4

A 2-piece molecular cluster, C4H6N4 overall (the ωB97M-V functional and the def2-TZVPD basis, the OMol25 dataset).

HOMO-LUMO gap   7.771 eV
E_HOMO   -8.92 eV

Geometry as ORCA input:
```
! wB97M-V def2-TZVPD RIJCOSX def2/J DEFGRID3
* xyz 0 1
C -2.43 -0.09 0.00
C -1.15 0.10 -0.21
C 1.12 0.84 -0.10
C 1.17 -0.75 -0.06
H -2.56 -1.21 0.03
H -3.20 0.74 0.41
H -0.72 2.11 0.01
H 1.96 2.37 -0.43
H 2.25 -2.28 0.08
H -0.40 -2.05 0.88
N -0.28 1.25 -0.04
N 2.20 1.44 -0.06
N 2.25 -1.36 0.03
N -0.21 -1.11 -0.53
*
```

=====

(4)
# C4H6N4

C4H6N4 as an isolated structure (the ωB97M-V functional and the def2-TZVPD basis, the OMol25 dataset).

HOMO-LUMO gap   8.362 eV
E_HOMO   -8.40 eV

Geometry as ORCA input:
```
! wB97M-V def2-TZVPD RIJCOSX def2/J DEFGRID3
* xyz 0 1
C -0.93 -1.18 0.02
C 0.23 -0.55 0.09
C 2.27 -0.11 0.10
C 1.62 1.11 -0.22
H -2.18 0.99 1.24
H -3.05 1.58 -0.51
H -1.00 -2.33 -0.41
H 3.46 -0.33 -0.01
H 1.73 2.30 0.14
H -0.51 1.35 0.07
N -2.04 0.94 0.04
N -2.21 -0.61 -0.10
N 1.43 -1.05 0.04
N 0.31 0.83 -0.05
*
```

=====

(5)
# C4H6N4

C4H6N4 as an isolated structure (the ωB97M-V functional and the def2-TZVPD basis, the OMol25 dataset).

HOMO-LUMO gap   10.623 eV
E_HOMO   -10.16 eV

Geometry as ORCA input:
```
! wB97M-V def2-TZVPD RIJCOSX def2/J DEFGRID3
* xyz 0 1
C 1.64 -0.76 -0.46
C 0.46 -0.20 0.33
C 0.14 1.36 0.21
C -1.01 -0.61 0.03
H 1.39 -1.77 -0.48
H 1.80 -0.52 -1.61
H 2.69 -0.45 0.23
H 0.78 -0.58 1.41
H 0.57 2.05 -0.57
H 0.37 1.81 1.33
N -1.22 0.63 -0.20
N -2.52 0.86 -0.36
N -2.97 -0.39 -0.13
N -2.13 -1.42 0.25
*
```

=====

(6)
# C4H6N4O2

One molecule with the formula C4H6N4O2 (the ωB97M-V functional and the def2-TZVPD basis, the OMol25 dataset).

HOMO-LUMO gap (alpha / beta)   5.996 / 6.193 eV
⟨S²⟩   2.01
E_HOMO (alpha / beta)   -5.60 / -10.16 eV

Geometry as ORCA input:
```
! wB97M-V def2-TZVPD RIJCOSX def2/J DEFGRID3
* xyz 0 3
C -2.49 1.99 0.02
C -1.00 0.14 -0.06
C -1.84 -2.00 0.08
C 1.41 0.38 -0.29
N -2.68 3.12 0.02
N -0.80 -1.16 -0.01
N 0.07 0.93 -0.16
N -2.24 0.70 0.02
O -3.03 -1.72 0.09
O 2.34 1.21 0.33
H -1.50 -3.05 0.13
H 1.69 0.35 -1.35
H -0.04 1.93 -0.26
H -2.98 -0.03 0.08
H 1.38 -0.63 0.12
H 2.24 1.17 1.29
*
```

=====

(7)
# C4H6N4O2

One molecule with the formula C4H6N4O2 (the ωB97M-V functional and the def2-TZVPD basis, the OMol25 dataset).

HOMO-LUMO gap (alpha / beta)   4.741 / 8.321 eV
⟨S²⟩   2.02
E_HOMO (alpha / beta)   -4.35 / -10.48 eV

Geometry as ORCA input:
```
! wB97M-V def2-TZVPD RIJCOSX def2/J DEFGRID3
* xyz 0 3
C -1.97 0.36 0.34
C -1.88 -0.15 1.59
C 2.39 -0.61 -0.31
C 0.10 -0.21 0.81
N -0.69 0.32 -0.20
N -0.59 -0.50 1.87
N 1.45 -0.49 0.71
N -0.39 0.73 -1.56
O 3.51 -0.97 -0.03
O 2.03 -0.34 -1.56
H -2.80 0.74 -0.21
H -2.65 -0.32 2.31
H 1.82 -0.84 1.59
H 1.10 0.00 -1.66
H -1.22 0.55 -2.12
H -0.21 1.74 -1.56
*
```

=====

(8)
# C4H6N5OS

An isolated ion of composition C4H6N5OS and charge +1 (the ωB97M-V functional and the def2-TZVPD basis, the OMol25 dataset).

HOMO-LUMO gap (alpha / beta)   7.273 / 7.274 eV
E_HOMO (alpha / beta)   -13.99 / -13.99 eV

Geometry as ORCA input:
```
! wB97M-V def2-TZVPD RIJCOSX def2/J DEFGRID3
* xyz 1 1
C -0.37 0.07 -0.13
C -0.35 -1.20 0.35
C 0.27 -1.68 1.66
C -0.86 0.51 -1.49
N -2.00 -2.30 -1.05
N -2.41 -3.37 -1.52
N -0.31 -3.78 -0.40
N -0.93 -2.26 -0.37
N 1.49 -1.14 1.96
O -0.29 -2.49 2.36
S -1.33 -4.64 -1.13
H -0.01 0.85 0.48
H -1.33 -0.32 -1.95
H -0.09 0.79 -2.25
H -1.36 1.40 -1.31
H 2.04 -0.46 1.42
H 1.82 -1.20 2.93
*
```

=====

In the order shown, the computed energy above the lowest of the compared OMol25 structures with the same formula, charge and spin values come out to 679.0, 549.3, 607.6, 616.7, 626.0, 31.2, 0.0, 43.5 kJ/mol.